Entry 1:
DFT (ωB97M-V/def2-TZVPD) results for C21H26MoN4O5S2Si as an isolated structure.

Its HOMO energy (spin up / spin down) is -7.6865 / -7.6793 eV. As for the gap between HOMO and LUMO (spin up / spin down): 7.217 / 5.833 eV. For the relative energy (zero: lowest compared OMol25 entry of this formula, charge and spin), the calculation gives 32.6 kcal/mol. The spin multiplicity is 3.

Cartesian coordinates (Å):
1 Mo -0.00397 1.16419 -0.64836
2 C 4.83946 -0.84541 3.79946
3 Si 3.01818 -0.28445 3.93224
4 C 2.12900 -1.16051 5.37612
5 C 3.01062 1.59169 4.19623
6 C 2.18519 -0.90659 2.33097
7 C 2.31850 -2.23402 1.95442
8 C 1.77786 -2.68885 0.75432
9 C 1.12607 -1.79719 -0.06655
10 N 0.96728 -0.51127 0.27275
11 C 1.46687 -0.08967 1.45348
12 S 1.05438 1.55292 1.70403
13 H 5.39785 -0.53230 4.67587
14 H 5.31974 -0.40408 2.93104
15 H 4.93847 -1.92265 3.71748
16 H 2.58988 -0.88878 6.32022
17 H 2.17254 -2.24178 5.28992
18 H 1.08267 -0.87538 5.42828
19 H 3.56926 1.84498 5.09214
20 H 2.00500 1.98007 4.30367
21 H 3.46824 2.10697 3.35900
22 H 2.85422 -2.91712 2.59511
23 H 1.88859 -3.71732 0.44970
24 H 0.71635 -2.10417 -1.01961
25 O -3.32928 3.82702 -6.49074
26 C -3.31377 2.63637 -6.22315
27 O -3.73735 1.61817 -6.74341
28 C -2.55211 2.34255 -4.84603
29 C -2.32090 3.36306 -3.92854
30 C -1.61366 3.08830 -2.77468
31 N -1.13228 1.87393 -2.48998
32 C -1.39411 0.88522 -3.36773
33 C -2.10618 1.07230 -4.54680
34 C -0.86775 -0.43351 -2.92627
35 O -1.07811 -1.50185 -3.48633
36 O -0.20420 -0.29835 -1.82420
37 H -2.68760 4.35426 -4.13166
38 H -1.42182 3.87556 -2.05578
39 H -2.29307 0.24266 -5.21020
40 C 1.71209 4.11813 -1.09817
41 C 0.79038 2.98527 -0.81349
42 O -0.30820 3.15579 -0.27295
43 H 1.20884 5.07343 -0.93511
44 H 2.09634 4.05562 -2.11437
45 H 2.55681 4.02884 -0.41301
46 C -1.70841 -2.49394 1.73311
47 N -2.17981 -2.26030 0.39876
48 C -2.63790 -3.35476 -0.44247
49 C -3.21532 -2.64105 -1.67779
50 N -3.19763 -1.24843 -1.26434
51 C -2.51941 -1.07352 -0.12170
52 S -2.27349 0.42026 0.61155
53 H -0.95750 -3.28598 1.72431
54 H -2.53188 -2.78907 2.39231
55 H -1.26470 -1.57716 2.12251
56 H -3.39320 -3.94444 0.09172
57 H -1.79813 -4.00810 -0.69486
58 H -4.23660 -2.95417 -1.90466
59 H -2.58977 -2.77115 -2.56889
60 H -3.39259 -0.50024 -1.90892

Entry 2:
DFT (ωB97M-V/def2-TZVPD) results for one molecule with the formula C4H12N2.

Its HOMO energy is -8.3400 eV. As for the gap between HOMO and LUMO: 9.456 eV. For the relative energy (zero: lowest compared OMol25 entry of this formula, charge and spin), the calculation gives 34.9 kcal/mol. As for the SMILES: CNCCCN.

Cartesian coordinates (Å):
1 C 0.21207 -2.04710 1.37868
2 N 1.05209 -0.89038 1.02461
3 C 1.09549 -0.44347 -0.34385
4 C -0.28913 -0.02355 -0.88263
5 C -0.80504 1.19552 -0.11596
6 N -1.10618 2.30909 -1.05870
7 H 0.09595 -2.83364 0.62680
8 H 0.60843 -2.53778 2.28371
9 H -0.76393 -1.73730 1.75510
10 H 1.85579 -0.83845 1.62393
11 H 1.44158 -1.26188 -1.00498
12 H 1.70337 0.44500 -0.49483
13 H -1.05425 -0.78450 -1.09939
14 H 0.10363 0.24937 -1.87943
15 H -0.11890 1.35486 0.73348
16 H -1.77187 1.02602 0.42006
17 H -1.31273 1.97094 -1.99874
18 H -2.05341 2.59672 -0.82481

Entry 3:
DFT (ωB97M-V/def2-TZVPD) results for one molecule with the formula ClFH2Si.

Its HOMO energy is -11.5706 eV. As for the gap between HOMO and LUMO: 12.502 eV. For the relative energy (zero: lowest compared OMol25 entry of this formula, charge and spin), the calculation gives 0.0 kcal/mol. As for the SMILES: F[SiH2]Cl.

Cartesian coordinates (Å):
1 F -0.61455 0.32905 1.43496
2 Si -0.10467 0.04701 -0.04920
3 Cl 1.74466 -0.80326 0.05103
4 H -1.02099 -0.90323 -0.68629
5 H -0.00446 1.33044 -0.75050